Record 1
Density functional theory data (ωB97M-V/def2-TZVPD) for a cluster of 6 separate species, C6H24O6 in total.

```
36
Properties=species:S:1:pos:R:3:forces:R:3
C -2.6980 -1.2688 1.2017 0.6 -0.1 0.1
O -2.6243 0.0832 0.7997 0.4 1.8 -0.1
H -3.3279 -1.3279 2.0582 -0.9 -0.5 0.5
H -3.1186 -1.7583 0.3203 0.1 -0.6 0.4
H -1.7062 -1.6670 1.5289 -0.6 0.3 -0.7
H -3.0483 0.7291 1.3911 0.3 -0.9 -0.1
C -2.0452 -0.3690 -2.7140 -1.3 -0.3 -1.2
O -3.1724 -0.1419 -1.9020 -0.9 -0.7 -1.1
H -1.1804 -0.6610 -2.1532 0.6 0.1 0.1
H -2.3333 -1.1958 -3.4069 0.3 0.3 0.7
H -1.8838 0.4630 -3.4131 0.4 0.2 0.4
H -3.0500 0.3710 -1.1169 0.8 0.3 0.8
C -0.3715 2.3509 3.1070 0.0 0.7 -0.7
O 0.2345 3.6576 2.9819 -0.3 -0.7 0.0
H -1.3789 2.3428 2.6747 0.2 0.0 -0.3
H 0.2851 1.6344 2.6353 -0.1 -0.5 -0.2
H -0.5236 2.0486 4.1219 0.4 0.3 0.8
H 0.6068 3.6751 2.0871 -0.1 0.2 0.4
C 0.0868 -2.6547 -0.3241 -1.0 -0.7 0.4
O 0.4635 -2.0843 0.9208 0.0 -0.4 -0.2
H 0.8810 -3.2528 -0.7935 -0.1 0.3 0.1
H -0.8285 -3.2840 -0.2392 0.8 -0.1 0.6
H -0.3092 -1.9067 -0.9732 0.4 0.7 -0.8
H 0.7063 -1.1668 0.7273 0.1 0.0 -0.1
C 0.3076 1.3854 -0.5683 -0.6 0.3 0.0
O 1.0859 0.2231 -0.4477 0.1 0.2 0.2
H -0.6698 1.0184 -0.7669 -1.0 -0.1 0.0
H 0.2238 2.0154 0.3402 0.4 -0.3 -0.3
H 0.5647 1.9856 -1.4385 0.4 0.2 0.0
H 2.0027 0.4958 -0.4577 0.9 -0.1 0.0
C 4.5386 -0.6727 -1.0248 -0.4 1.1 -0.6
O 3.9630 0.6062 -0.5684 0.0 -1.1 -0.6
H 4.5790 -0.8023 -2.1261 0.0 0.6 0.4
H 5.5412 -0.7088 -0.6235 0.2 -0.5 0.2
H 3.8813 -1.4736 -0.7221 0.0 -0.1 0.7
H 4.3180 1.3107 -1.1159 0.1 0.0 0.0
```
Forces are in eV/Å.

As for the molar mass: 192.25 g/mol. The value obtained for the relative energy (zero: lowest compared OMol25 entry of this formula, charge and spin) is 3.955 eV. For the frontier orbital gap, the calculation gives 10.23 eV. For the LUMO energy, the calculation gives 0.41 eV. The net charge is 0.

---

Record 2
Density functional theory data (ωB97M-V/def2-TZVPD) for a cluster of 4 separate species, C31H43N3O13 in total.

```
90
Properties=species:S:1:pos:R:3:forces:R:3
N 1.4632 2.3291 1.5136 -0.8 -0.3 -0.8
C 1.4319 2.8555 0.0904 0.5 2.1 1.0
C 2.8641 2.6555 -0.5794 0.2 0.2 0.3
C 3.0224 1.5085 -1.6835 0.6 0.6 -0.7
C 1.8158 0.4847 -1.8703 0.7 -0.2 -1.1
C 1.6328 -0.6321 -0.7195 1.8 1.3 -0.9
C 2.9173 -0.7439 0.2715 -0.2 0.6 1.3
O 4.0704 -1.3198 -0.4257 0.1 0.5 1.2
C 5.2112 -1.3991 0.4428 -0.6 0.2 0.8
O 6.2601 -0.5130 -0.0386 -0.2 -1.3 1.2
N 1.4203 -1.9271 -1.4256 0.6 -1.8 2.1
C 1.4730 -3.0990 -0.5507 0.7 -3.2 1.2
C 2.2684 -4.3328 -1.0300 -0.1 -1.3 1.4
C 2.4749 -5.6556 -0.2298 -3.2 4.6 2.0
C 1.7517 -5.5950 1.1757 0.4 2.6 -3.3
C 0.9848 -4.2938 1.4731 1.0 -1.5 -0.5
N 0.8149 -3.1133 0.7066 2.3 -2.9 -1.7
O 0.5446 -0.2002 0.1304 -1.9 -1.9 -1.2
C -0.7384 -0.4912 -0.3668 -2.7 -0.1 -0.9
O -1.1471 -0.4457 -1.5504 2.2 0.0 3.5
C -1.8507 -0.8520 0.7455 -1.5 -0.5 1.6
C -1.6729 -0.4498 2.2342 -3.4 -2.1 -1.8
C -2.8333 -0.8074 3.2042 0.1 -0.5 -3.4
C -4.1232 -1.5321 2.6934 2.7 0.8 -1.8
C -4.2983 -1.9475 1.2051 3.5 2.2 1.5
C -3.1351 -1.5917 0.2271 -0.3 0.7 3.4
H 2.1739 2.8287 2.0648 -0.8 0.0 -0.4
H 0.5194 2.4465 1.9349 1.2 0.1 -0.2
H 0.5322 2.4903 -0.5025 1.3 0.0 0.9
H 1.2800 4.0001 0.2166 0.2 -1.7 -0.7
H 3.6174 2.4278 0.2686 -1.3 0.4 -1.2
H 3.1998 3.6741 -1.0100 -0.5 -1.7 0.5
H 4.0462 0.9991 -1.4997 -1.9 0.5 -0.3
H 3.1567 2.0448 -2.7036 -0.4 -0.9 1.5
H 2.0274 -0.0880 -2.8571 -0.3 0.9 1.6
H 0.8377 1.0605 -2.0914 1.6 -1.2 0.7
H 3.1937 0.2831 0.7320 -0.6 -1.5 -1.1
H 2.6858 -1.4026 1.1969 0.0 0.9 -1.7
H 5.5381 -2.4925 0.5253 -0.2 1.4 -0.5
H 4.9264 -1.0389 1.4966 0.2 -0.6 -1.4
H 6.9746 -0.6149 0.6421 -0.8 0.3 -1.0
H 2.1690 -2.0941 -2.1286 -0.9 0.7 0.7
H 2.7625 -4.2723 -2.0678 -0.8 0.0 1.8
H 3.0683 -6.5510 -0.5985 -0.9 1.5 0.5
H 1.8259 -6.4806 1.9030 -0.3 1.8 -1.2
H 0.4711 -4.2737 2.5079 0.8 0.1 -1.9
H -0.7170 0.1040 2.5236 -1.6 -1.0 -0.3
H -2.7068 -0.4754 4.2951 -0.5 -0.7 -1.8
H -4.9378 -1.7346 3.4633 1.2 0.2 -1.3
H -5.2673 -2.4582 0.8552 1.8 0.9 0.6
H -3.2770 -1.8879 -0.8676 0.6 0.6 1.8
C -5.2796 -7.2322 0.4950 -0.2 0.0 -0.3
C -5.3656 -6.0896 1.4831 0.5 -0.8 -0.7
C -5.7808 -6.5069 2.8632 0.3 -0.3 0.5
O -6.3833 -5.3200 3.3680 -0.3 0.4 -0.4
C -6.8645 -4.6399 2.2892 -0.7 0.8 0.0
O -7.5943 -3.6924 2.3547 0.7 -0.7 0.0
O -6.4053 -5.1818 1.1251 -0.3 0.4 0.6
H -5.1953 -6.8500 -0.5253 0.1 0.0 0.1
H -4.4174 -7.8685 0.7063 0.0 0.1 0.0
H -6.1822 -7.8493 0.5246 0.1 0.1 0.1
H -4.4230 -5.5308 1.4957 -0.1 0.0 0.1
H -4.9354 -6.8070 3.4842 -0.1 0.2 0.1
H -6.5312 -7.3041 2.8724 0.1 0.0 -0.2
C -3.2125 1.5258 -3.5618 -0.1 0.0 -0.3
C -3.3048 2.6653 -2.5717 0.4 -0.9 -0.7
C -3.7350 2.2444 -1.1973 0.4 -0.3 0.5
O -4.3390 3.4325 -0.6945 -0.3 0.4 -0.4
C -4.8066 4.1177 -1.7759 -0.7 0.8 0.1
O -5.5344 5.0674 -1.7145 0.6 -0.8 0.0
O -4.3377 3.5782 -2.9373 -0.3 0.4 0.6
H -3.1166 1.9101 -4.5807 0.1 0.0 0.1
H -2.3546 0.8863 -3.3428 -0.1 0.1 0.1
H -4.1173 0.9114 -3.5431 0.1 0.1 0.1
H -2.3603 3.2209 -2.5477 0.0 0.0 0.1
H -2.8970 1.9390 -0.5687 -0.1 0.1 0.1
H -4.4878 1.4497 -1.1984 0.1 0.0 -0.2
C 5.5854 6.8723 -1.9782 -0.1 -0.4 -0.1
C 4.6656 7.3693 -0.8844 0.7 0.0 -1.0
C 5.3664 7.6890 0.4032 0.4 0.5 0.2
O 4.3329 7.4993 1.3636 -0.4 -0.4 -0.1
C 3.4776 6.5787 0.8360 -0.8 -0.5 0.5
O 2.5985 6.0414 1.4464 0.7 0.4 -0.5
O 3.7564 6.3490 -0.4789 -0.2 0.1 0.7
H 5.0058 6.4491 -2.8024 0.0 0.2 0.0
H 6.2087 7.6821 -2.3638 -0.1 0.0 0.1
H 6.2388 6.0748 -1.6131 -0.1 0.1 0.1
H 4.0756 8.2191 -1.2457 0.0 0.0 0.1
H 5.7421 8.7129 0.4350 -0.1 -0.1 0.2
H 6.1849 7.0011 0.6384 0.0 0.0 -0.2
```
Forces are in eV/Å.

As for the molar mass: 665.69 g/mol. For the frontier orbital gap, the calculation gives 8.53 eV. For the LUMO energy, the calculation gives 0.05 eV. The net charge is 0.

---

Record 3
Density functional theory data (ωB97M-V/def2-TZVPD) for a structure of composition C4H9NO3.

```
17
Properties=species:S:1:pos:R:3:forces:R:3
C 0.1621 0.2479 -1.0152 -0.6 1.6 1.0
C 1.6288 0.0298 -0.6971 0.0 -0.2 0.0
C -0.8161 -1.6571 -0.1649 -0.8 -1.6 2.9
O -0.0010 -2.5390 -0.1381 -0.6 1.5 -0.5
H -1.7080 -1.5464 -0.7874 0.4 0.3 -0.3
H -0.0031 1.2796 -1.3367 0.2 0.1 0.0
H -0.1470 -0.3051 -1.9049 -0.3 -0.3 0.3
H 1.9652 0.5730 0.1927 0.0 0.0 -0.1
H 2.2659 0.3800 -1.5156 -0.1 0.0 0.0
H 1.8501 -1.0302 -0.5493 0.0 0.1 0.1
C -1.0843 0.7694 0.4655 1.4 1.1 -3.0
N -0.3236 1.4089 1.4095 -0.3 -0.6 0.1
O -1.1946 -0.9988 1.1530 0.7 -1.6 -1.2
O -2.1563 1.1116 0.0616 0.1 -0.5 0.5
H -0.4623 -1.2074 1.7601 -0.2 0.0 -0.1
H 0.6382 1.1189 1.5026 -0.2 0.5 0.0
H -0.6141 2.3650 1.5644 0.3 -0.2 0.2
```
Forces are in eV/Å.

As for the molar mass: 119.12 g/mol. The value obtained for the relative energy (zero: lowest compared OMol25 entry of this formula, charge and spin) is 4.133 eV. For the frontier orbital gap, the calculation gives 9.34 eV. For the LUMO energy, the calculation gives 0.56 eV. The net charge is 0.